1.
{
  "formula": "C5H6O2",
  "method": "the ωB97M-V functional and the def2-TZVPD basis",
  "species": ["C", "O", "C", "C", "O", "C", "C", "H", "H", "H", "H", "H", "H"],
  "positions_angstrom": [[0.653, 0.654, 1.209], [0.840, -0.772, 1.147], [0.703, -1.276, -0.118], [-1.014, -0.726, -0.739], [-1.435, 0.283, 0.128], [-0.145, 0.941, -0.031], [0.303, -0.134, -1.037], [1.621, 1.170, 1.221], [0.101, 0.884, 2.123], [-0.428, -1.860, -0.161], [-1.746, -1.190, -1.397], [-0.235, 1.978, -0.353], [0.782, 0.046, -1.993]],
  "forces_ev_per_a": [[0.0, 0.2, 0.0], [0.0, -0.1, 0.1], [0.1, 0.1, 0.0], [-0.3, 0.0, -0.3], [-0.1, 0.0, 0.1], [0.2, 0.3, 0.2], [0.1, 0.0, -0.2], [-0.1, -0.1, 0.0], [0.0, 0.0, -0.1], [-0.1, -0.1, 0.0], [0.1, -0.1, 0.1], [0.0, -0.1, 0.1], [-0.1, 0.0, 0.2]],
  "charge": 0,
  "spin_multiplicity": 1,
  "e_lumo_ha": 0.0349
}

2.
{
  "formula": "C5H6O2",
  "method": "the ωB97M-V functional and the def2-TZVPD basis",
  "species": ["O", "C", "C", "C", "C", "C", "O", "H", "H", "H", "H", "H", "H"],
  "positions_angstrom": [[2.293, -0.063, -0.207], [1.100, -0.114, 0.035], [0.440, 1.147, 0.230], [-0.858, 1.419, 0.020], [-1.700, 0.166, -0.256], [-1.093, -1.113, 0.228], [0.233, -1.225, 0.000], [1.209, 1.933, 0.462], [-1.461, 2.413, -0.011], [-2.786, 0.170, 0.028], [-1.800, -0.018, -1.262], [-1.132, -1.340, 1.369], [-1.576, -1.891, -0.469]],
  "forces_ev_per_a": [[-1.6, -1.9, 0.5], [-0.4, -0.6, -0.8], [-0.3, 3.7, 0.8], [-1.5, -0.7, 0.0], [-1.0, 0.9, 1.9], [-2.2, -1.3, 1.7], [5.8, 0.5, -1.5], [-1.1, -0.6, -0.4], [1.8, -1.6, 0.3], [1.0, 0.5, 0.4], [0.0, 0.2, -2.9], [-1.1, 0.4, -1.8], [0.5, 0.5, 1.8]],
  "charge": 0,
  "spin_multiplicity": 1,
  "smiles": "O=C1C=CCCO1",
  "e_lumo_ha": 0.0157
}

3.
{
  "formula": "C5H6O2",
  "method": "the ωB97M-V functional and the def2-TZVPD basis",
  "species": ["O", "C", "C", "C", "O", "C", "C", "H", "H", "H", "H", "H", "H"],
  "positions_angstrom": [[-0.547, -0.664, 1.072], [-1.086, -0.690, -0.252], [-0.029, 0.335, -0.698], [-0.530, 1.757, -0.537], [-1.696, 2.045, -0.427], [0.674, -0.219, 0.519], [1.707, -0.866, 1.021], [1.066, -1.526, 1.642], [-0.934, -1.679, -0.709], [-2.124, -0.380, -0.244], [0.468, 0.203, -1.662], [0.258, 2.535, -0.525], [2.774, -0.852, 0.800]],
  "forces_ev_per_a": [[-0.3, 0.3, -0.2], [-0.6, 0.1, -0.4], [-0.1, 0.0, -0.2], [-0.4, 0.1, 0.0], [0.6, -0.1, -0.1], [-0.4, -0.5, 0.2], [-0.4, -0.1, 0.0], [2.3, -0.4, 0.7], [-0.1, 0.2, 0.0], [-0.1, 0.1, -0.3], [0.1, 0.1, 0.1], [-0.1, 0.0, 0.0], [-0.6, 0.0, 0.2]],
  "charge": 0,
  "spin_multiplicity": 1,
  "e_lumo_ha": 0.0278
}

4.
{
  "formula": "C5H6O2",
  "method": "the ωB97M-V functional and the def2-TZVPD basis",
  "species": ["C", "C", "C", "C", "O", "C", "O", "H", "H", "H", "H", "H", "H"],
  "positions_angstrom": [[-0.839, -1.670, 0.393], [-0.181, -0.396, 0.023], [0.048, 0.697, 0.764], [0.688, 1.773, -0.007], [1.055, 1.117, -1.214], [0.423, -0.153, -1.279], [0.477, -0.903, -2.227], [-0.127, -2.339, 0.884], [-1.676, -1.497, 1.077], [-1.239, -2.183, -0.488], [-0.231, 0.798, 1.804], [0.011, 2.606, -0.216], [1.590, 2.149, 0.486]],
  "forces_ev_per_a": [[-0.3, -0.4, 0.1], [0.1, 0.9, 0.9], [-1.0, -0.8, 0.6], [0.6, -0.5, -0.2], [-0.7, -0.9, -1.1], [1.0, 0.1, -1.0], [0.1, 1.3, 0.9], [-0.1, 0.0, -0.1], [0.2, 0.0, 0.0], [0.2, 0.1, 0.1], [-0.1, 0.1, 0.0], [0.1, 0.0, 0.0], [0.0, 0.1, -0.2]],
  "charge": 0,
  "spin_multiplicity": 1,
  "smiles": "CC1=CCOC1=O",
  "e_lumo_ha": 0.0222
}

5.
{
  "formula": "C5H6O2",
  "method": "the ωB97M-V functional and the def2-TZVPD basis",
  "species": ["O", "C", "C", "O", "C", "C", "C", "H", "H", "H", "H", "H", "H"],
  "positions_angstrom": [[-2.150, 1.112, 1.620], [-1.003, 0.947, 1.291], [-0.525, 0.877, -0.151], [0.890, 1.168, -0.191], [1.149, -0.122, -0.748], [0.660, -1.282, 0.064], [-0.298, -0.497, -0.788], [-0.180, 0.862, 2.033], [-1.142, 1.541, -0.768], [1.919, -0.213, -1.506], [0.916, -2.251, -0.357], [0.596, -1.269, 1.149], [-0.832, -0.872, -1.649]],
  "forces_ev_per_a": [[0.4, -0.1, -0.2], [-0.4, 0.0, 0.0], [-0.2, 0.1, 0.1], [0.2, 0.0, 0.2], [0.2, -0.1, -0.4], [0.1, -0.1, 0.1], [-0.2, -0.1, -0.2], [-0.2, 0.0, 0.0], [0.3, 0.0, 0.0], [-0.1, 0.1, 0.1], [0.1, 0.2, 0.1], [0.1, 0.1, -0.2], [-0.2, -0.1, 0.3]],
  "charge": 0,
  "spin_multiplicity": 1,
  "e_lumo_ha": 0.0301
}

6.
{
  "formula": "C5H6O2S",
  "method": "the ωB97M-V functional and the def2-TZVPD basis",
  "species": ["O", "C", "C", "C", "O", "C", "C", "S", "H", "H", "H", "H", "H", "H"],
  "positions_angstrom": [[1.081, -2.243, 0.967], [0.542, -1.245, 0.379], [1.264, -0.050, -0.100], [0.148, 0.726, -0.737], [-0.516, 0.343, -1.984], [-1.006, 0.479, 0.544], [-0.859, -0.904, 0.897], [-1.604, -1.892, 2.063], [2.011, -0.204, -0.876], [1.561, 0.651, 0.816], [0.296, 1.891, -0.725], [-0.102, 0.534, -2.752], [-0.821, 1.219, 1.312], [-1.996, 0.694, 0.195]],
  "forces_ev_per_a": [[-1.1, 3.2, -3.4], [2.1, -5.3, 5.6], [0.0, 1.7, -1.1], [-3.7, 3.5, 1.5], [-1.6, -1.5, 5.8], [0.2, 1.8, -3.2], [0.2, -2.5, 2.3], [0.9, 2.1, -2.6], [0.7, -0.3, 0.7], [-0.1, -1.9, -1.9], [0.1, -2.2, -0.3], [2.7, 1.2, -3.5], [0.4, -0.1, 0.4], [-0.6, 0.2, -0.4]],
  "charge": 0,
  "spin_multiplicity": 1,
  "smiles": "O=C1C[C@@H](O)CC1=S",
  "e_lumo_ha": -0.0552
}

7.
{
  "formula": "C5H6O2Tl",
  "method": "the ωB97M-V functional and the def2-TZVPD basis",
  "species": ["C", "C", "C", "C", "O", "Tl", "H", "H", "H", "H", "C", "O", "H", "H"],
  "positions_angstrom": [[2.489, -1.511, 1.235], [1.274, -1.455, 1.100], [-0.167, -1.724, 1.074], [-1.048, -0.532, 1.517], [-2.401, -0.907, 1.330], [-4.655, -1.517, 1.352], [3.547, -1.699, 1.231], [-0.361, -2.598, 1.722], [-0.432, -2.067, 0.041], [-0.796, 0.263, 0.765], [2.717, 1.471, 0.751], [2.657, 2.149, 1.867], [1.718, 1.619, 0.283], [3.544, 2.308, 2.221]],
  "forces_ev_per_a": [[-1.3, 0.0, -0.5], [1.8, -0.9, 0.6], [-0.4, 0.1, 0.3], [-1.7, -1.0, -2.0], [0.3, 0.3, 0.7], [1.7, 0.4, -0.1], [-0.5, 0.4, 0.1], [0.1, 0.3, -0.1], [0.0, 0.2, 0.3], [-0.2, 0.2, 0.7], [0.6, 0.4, -0.6], [-0.4, 0.7, 0.0], [-0.1, -0.5, 0.5], [-0.1, -0.7, 0.1]],
  "charge": -1,
  "spin_multiplicity": 1,
  "e_lumo_ha": [0.1131, 0.1131]
}

8.
{
  "formula": "C5H6O3",
  "method": "the ωB97M-V functional and the def2-TZVPD basis",
  "species": ["C", "C", "O", "C", "C", "O", "C", "O", "H", "H", "H", "H", "H", "H"],
  "positions_angstrom": [[-0.159, 1.424, -0.694], [-0.180, -0.080, -0.370], [-1.101, -0.546, -1.276], [1.083, -0.686, -0.272], [1.323, -0.952, 0.976], [0.133, -1.077, 1.814], [-0.727, -0.474, 1.084], [-1.944, -0.435, 1.403], [0.682, 2.017, -0.178], [-1.219, 1.933, -0.603], [0.138, 1.440, -1.752], [-1.967, -0.907, -0.598], [1.745, -0.330, -1.001], [2.194, -1.326, 1.469]],
  "forces_ev_per_a": [[0.5, 1.8, 0.6], [-4.1, 1.9, 2.2], [-4.7, -3.1, 1.9], [1.9, 1.0, -0.4], [0.4, -2.5, 1.9], [3.4, 0.3, -0.3], [-6.6, 1.2, -0.8], [3.4, 0.1, -1.2], [-1.5, -0.8, -0.3], [2.3, -1.2, 0.1], [-0.3, 0.1, 0.1], [3.4, 1.6, -3.1], [1.6, -0.6, -0.9], [0.4, 0.1, 0.2]],
  "charge": 0,
  "spin_multiplicity": 1,
  "smiles": "C[C@@]1(O)C=COC1=O",
  "e_lumo_ha": 0.0223
}

9.
{
  "formula": "C5H6O3",
  "method": "the ωB97M-V functional and the def2-TZVPD basis",
  "species": ["C", "C", "O", "C", "C", "O", "C", "O", "H", "H", "H", "H", "H", "H"],
  "positions_angstrom": [[-0.252, -2.535, -1.028], [-1.136, -1.560, -0.960], [-1.026, -0.470, -0.184], [0.278, -0.160, 0.265], [1.163, 0.532, -0.747], [0.822, 1.775, -0.010], [0.255, 1.114, 1.027], [-0.230, 1.590, 1.950], [0.818, -2.460, -0.857], [-0.629, -3.406, -1.582], [-2.095, -1.579, -1.514], [0.560, -1.097, 0.934], [0.763, 0.688, -1.785], [2.209, 0.345, -0.582]],
  "forces_ev_per_a": [[0.2, -1.1, -1.6], [-0.8, 0.0, 0.2], [-0.1, 1.6, -0.4], [-0.7, -4.8, 2.0], [-1.2, 1.4, 0.1], [1.5, 1.1, -0.5], [0.1, 0.0, -3.7], [-1.3, 1.1, 3.6], [-0.4, -0.2, 0.6], [0.6, 0.3, 0.1], [0.5, -0.1, 0.8], [0.4, 1.7, -1.6], [0.8, -0.8, 1.0], [0.5, -0.2, -0.6]],
  "charge": 0,
  "spin_multiplicity": 1,
  "smiles": "C=CO[C@H]1COC1=O",
  "e_lumo_ha": 0.0301
}

10.
{
  "formula": "C5H6O3",
  "method": "the ωB97M-V functional and the def2-TZVPD basis",
  "species": ["C", "C", "C", "C", "C", "O", "O", "O", "H", "H", "H", "H", "H", "H"],
  "positions_angstrom": [[0.043, -0.002, -0.165], [0.056, 1.328, 0.612], [1.099, -1.001, 0.303], [0.012, 0.157, -1.568], [-1.569, -0.526, -0.080], [-2.148, -0.011, -1.059], [0.182, 0.132, -2.691], [-1.850, -1.220, 0.864], [-0.152, 1.089, 1.655], [1.033, 1.810, 0.547], [1.149, -1.880, -0.340], [-0.713, 2.008, 0.250], [2.090, -0.551, 0.384], [0.767, -1.332, 1.289]],
  "forces_ev_per_a": [[-0.2, -0.1, 0.5], [0.0, -0.1, -0.1], [-0.1, 0.1, -0.1], [0.1, -0.1, -0.9], [0.1, 0.0, 0.0], [0.2, 0.0, 0.1], [-0.2, 0.1, 0.8], [0.1, 0.2, -0.2], [0.0, 0.0, 0.0], [0.0, 0.0, 0.0], [0.0, 0.0, 0.0], [0.0, 0.0, 0.0], [0.0, 0.0, 0.0], [0.0, 0.0, 0.0]],
  "charge": 0,
  "spin_multiplicity": 1,
  "e_lumo_ha": -0.0056
}

11.
{
  "formula": "C5H6O3",
  "method": "the ωB97M-V functional and the def2-TZVPD basis",
  "species": ["C", "C", "C", "C", "C", "H", "H", "H", "H", "H", "H", "O", "O", "O"],
  "positions_angstrom": [[-2.096, 0.216, -0.262], [-1.530, -0.856, 0.139], [0.639, -0.362, -0.181], [1.170, 1.050, 0.343], [2.095, -0.547, -0.263], [-1.529, 1.213, -0.573], [-3.145, 0.096, -0.732], [-2.219, -1.540, 0.679], [-0.229, -0.407, -0.949], [0.928, 1.136, 1.360], [0.866, 1.893, -0.380], [-0.167, -1.006, 0.782], [2.565, 0.681, 0.210], [2.650, -1.568, -0.174]],
  "forces_ev_per_a": [[-1.3, 4.8, -4.3], [1.2, -3.6, 6.8], [-2.6, 3.7, -0.7], [-1.4, 1.0, -2.7], [0.8, -1.2, 2.1], [-1.3, -2.2, 0.8], [1.7, 0.4, 1.3], [0.8, -0.5, -1.1], [3.8, 1.0, -0.9], [-0.5, 0.7, 1.3], [0.6, -0.9, 1.5], [-2.3, -0.5, -1.6], [-1.4, -0.8, -1.5], [2.1, -1.9, -0.8]],
  "charge": 0,
  "spin_multiplicity": 1,
  "e_lumo_ha": 0.0260
}

12.
{
  "formula": "C5H6O3",
  "method": "the ωB97M-V functional and the def2-TZVPD basis",
  "species": ["O", "C", "C", "C", "O", "C", "C", "O", "H", "H", "H", "H", "H", "H"],
  "positions_angstrom": [[-1.483, 1.672, 0.220], [-0.784, 1.191, -0.715], [-0.253, -0.007, -0.275], [-1.492, -1.041, -0.409], [-2.550, -1.002, 0.310], [0.524, -0.049, 1.158], [1.776, -0.138, 0.159], [0.968, -0.448, -0.983], [-0.899, 1.682, -1.778], [-1.427, -1.652, -1.427], [0.316, -0.903, 1.852], [0.223, 0.809, 1.685], [2.442, 0.862, 0.043], [2.637, -0.977, 0.161]],
  "forces_ev_per_a": [[1.5, 0.3, -2.7], [-4.8, 5.4, 1.6], [2.4, -5.9, 1.2], [-3.8, 0.4, 0.7], [5.6, -0.4, -3.3], [0.0, -1.3, -2.6], [3.1, 0.0, 0.2], [-1.3, 0.6, 0.7], [0.9, -1.3, 1.7], [-0.1, 0.6, 2.1], [0.2, 0.3, -1.2], [0.5, 1.4, 0.6], [-1.9, -1.9, 0.2], [-2.2, 1.6, 0.9]],
  "charge": 0,
  "spin_multiplicity": 1,
  "smiles": "O=CC1(C=O)CCO1",
  "e_lumo_ha": -0.0223
}